Entry 1:
DFT (ωB97M-V with the def2-TZVPD basis set) results for a molecular structure, C44H53BrCl2FGeIN8O6SeSi3Tl.

## Properties
**E_tot**: -12009.538281 Ha
**HOMO level (alpha / beta)**: -0.06880 / -0.08350 hartree
**Multiplicity**: 2
**Lowest unoccupied orbital energy (alpha / beta)**: 3.3198 / 3.0799 eV
**ΔE to the lowest compared entry with this formula, charge and spin**: 0.0 kJ/mol
**Expectation value of S²**: 0.76
**F_max**: 0.663 eV/A
**Kohn-Sham gap (alpha / beta)**: 5.192 / 5.352 eV
**Total charge**: -2
**Molecular weight**: 1526.9 g/mol

Geometry as XYZ:
```
122
C44H53BrCl2FGeIN8O6SeSi3Tl ωB97M-V with the def2-TZVPD basis set
Tl -0.128 0.070 -0.326
Cl 5.716 -2.927 -3.232
C 4.034 -2.638 -2.861
C 3.711 -2.001 -1.679
C 2.385 -1.758 -1.318
N 2.049 -1.025 -0.171
C 2.904 -0.932 0.844
O 3.928 -1.595 1.079
C 2.642 0.219 1.811
C 3.625 0.530 2.751
C 3.430 1.613 3.590
C 2.262 2.356 3.476
C 1.343 1.975 2.512
N 1.532 0.940 1.704
C 1.352 -2.162 -2.203
C 1.708 -2.813 -3.389
C 3.027 -3.049 -3.716
Cl 3.389 -3.882 -5.207
N 0.036 -1.792 -1.933
C -0.971 -2.382 -2.584
O -0.979 -3.478 -3.163
C -2.263 -1.583 -2.667
C -3.138 -1.877 -3.709
C -4.266 -1.095 -3.874
C -4.506 -0.063 -2.979
C -3.597 0.135 -1.954
N -2.501 -0.600 -1.804
H 4.501 -1.698 -1.014
H 4.507 -0.092 2.790
H 4.180 1.877 4.326
H 2.063 3.206 4.117
H 0.413 2.519 2.374
H 0.934 -3.145 -4.061
H -2.897 -2.694 -4.373
H -4.937 -1.273 -4.704
H -5.371 0.582 -3.075
H -3.743 0.927 -1.227
Br 0.723 6.475 -2.012
C 1.225 6.068 -0.224
C 1.161 7.110 0.693
C 1.557 6.898 2.003
C 2.024 5.646 2.383
C 2.085 4.620 1.456
C 1.676 4.803 0.134
I 1.740 3.173 -1.183
H 0.808 8.080 0.369
H 1.511 7.711 2.718
H 2.344 5.465 3.402
H 2.459 3.649 1.751
C -3.693 5.374 -2.384
N -3.368 5.882 -1.070
C -3.589 7.161 -0.608
C -3.101 7.221 0.649
N -2.578 5.978 0.941
C -1.959 5.584 2.188
C -2.742 5.142 -0.119
Se -2.229 3.391 -0.224
H -4.158 6.170 -2.962
H -4.365 4.521 -2.300
H -2.782 5.045 -2.877
H -4.058 7.914 -1.215
H -3.067 8.034 1.351
H -1.523 6.462 2.659
H -1.176 4.859 1.969
H -2.689 5.119 2.853
C -4.589 -0.556 4.234
Si -3.511 0.296 2.929
C -4.751 1.060 1.733
C -2.656 1.751 3.787
Ge -1.887 -1.137 1.906
Si -3.145 -3.030 1.103
C -3.899 -4.047 2.520
C -2.028 -4.225 0.183
C -4.618 -2.612 -0.011
Si -0.725 -2.174 3.746
C -1.810 -2.781 5.180
C 0.212 -3.674 3.089
C 0.560 -1.114 4.632
H -5.227 0.190 4.719
H -4.004 -1.061 5.004
H -5.238 -1.302 3.769
H -5.410 1.748 2.273
H -5.377 0.301 1.259
H -4.248 1.627 0.951
H -3.387 2.393 4.289
H -2.132 2.353 3.040
H -1.927 1.417 4.529
H -3.128 -4.573 3.088
H -4.566 -4.798 2.086
H -4.478 -3.440 3.218
H -1.350 -4.736 0.869
H -1.411 -3.720 -0.558
H -2.620 -4.982 -0.339
H -5.075 -1.648 0.218
H -5.384 -3.385 0.103
H -4.313 -2.591 -1.057
H -2.696 -3.331 4.865
H -2.135 -1.945 5.803
H -1.200 -3.441 5.806
H -0.460 -4.504 2.861
H 0.937 -4.019 3.832
H 0.755 -3.427 2.174
H 0.163 -0.152 4.961
H 1.425 -0.923 3.996
H 0.907 -1.657 5.517
F -1.106 6.039 -5.308
C -1.363 4.740 -5.570
C -0.925 3.773 -4.749
N -1.212 2.450 -4.939
C -0.617 1.497 -3.999
C 0.917 1.685 -3.887
O 1.471 2.388 -4.738
O 1.414 1.149 -2.857
C -1.870 2.028 -6.068
O -2.110 0.870 -6.344
N -2.290 3.059 -6.903
C -2.110 4.429 -6.764
O -2.556 5.216 -7.583
H -0.338 4.008 -3.872
H -0.859 0.488 -4.322
H -1.058 1.661 -3.013
H -2.777 2.758 -7.732
```


Entry 2:
DFT (ωB97M-V with the def2-TZVPD basis set) results for a molecular structure, C10H12N2O5PbS in a non-equilibrium geometry.

## Properties
**E_tot**: -1464.355458 Ha
**HOMO level**: -0.58875 hartree
**Lowest unoccupied orbital energy**: -7.7354 eV
**ΔE to the lowest compared entry with this formula, charge and spin**: 0.0 kJ/mol
**F_max**: 4.729 eV/A
**Kohn-Sham gap**: 8.285 eV
**Total charge**: +2
**Molecular weight**: 479.5 g/mol

Geometry as XYZ:
```
31
C10H12N2O5PbS ωB97M-V with the def2-TZVPD basis set
O -0.899 0.312 -6.874
C -0.880 0.302 -5.736
Pb -0.878 0.297 -2.789
O 1.428 -2.652 -3.043
C 0.710 -1.765 -2.996
C -2.490 2.357 -3.131
O -3.200 3.249 -3.090
C -2.945 -1.299 -3.118
O -3.846 -2.000 -3.083
C 1.160 1.932 -3.018
O 2.059 2.636 -3.062
C 1.628 2.266 2.780
C 0.485 1.365 2.358
N 0.832 0.712 1.059
C -0.160 -0.105 0.532
S -1.583 0.553 -0.221
N -0.039 -1.420 0.697
C 0.793 -2.011 1.783
C -0.053 -2.441 2.963
H 2.563 1.704 2.866
H 1.398 2.686 3.761
H 1.765 3.096 2.077
H 0.313 0.560 3.088
H -0.451 1.942 2.242
H 1.068 1.456 0.392
H -0.832 -1.972 0.370
H 1.314 -2.868 1.345
H 1.535 -1.248 2.041
H -0.789 -3.200 2.671
H 0.587 -2.857 3.746
H -0.594 -1.588 3.388
```


Entry 3:
DFT (ωB97M-V with the def2-TZVPD basis set) results for 4 unconnected molecules or ions with the total composition C2H12O3S2 in a non-equilibrium geometry.

## Properties
**E_tot**: -1105.469885 Ha
**HOMO level**: -0.31957 hartree
**Lowest unoccupied orbital energy**: 0.3626 eV
**ΔE to the lowest compared entry with this formula, charge and spin**: 83.1 kJ/mol
**F_max**: 2.266 eV/A
**SMILES**: CCSS.O.O.O
**Kohn-Sham gap**: 9.058 eV
**Total charge**: 0
**Molecular weight**: 148.2 g/mol

Geometry as XYZ:
```
19
C2H12O3S2 ωB97M-V with the def2-TZVPD basis set
C -1.594 -0.545 1.465
C -1.945 0.610 0.462
S -0.581 0.825 -0.786
S -0.628 -0.701 -2.157
H -0.863 -0.284 2.226
H -1.377 -1.489 0.978
H -2.516 -0.661 2.046
H -1.938 1.613 0.886
H -2.898 0.392 -0.006
H 0.246 -1.608 -1.661
O 3.723 0.957 -1.877
H 3.868 0.013 -1.819
H 2.956 1.089 -2.441
O 1.169 -3.531 -1.710
H 1.341 -3.896 -2.578
H 0.380 -3.909 -1.322
O 0.144 3.634 2.385
H -0.417 4.088 3.029
H 0.931 3.401 2.878
```


Entry 4:
DFT (ωB97M-V with the def2-TZVPD basis set) results for a molecular structure, C25H24CoI3N2O3Si in a non-equilibrium geometry.

## Properties
**E_tot**: -3867.604792 Ha
**HOMO level (alpha / beta)**: -0.31818 / -0.30791 hartree
**Multiplicity**: 5
**Lowest unoccupied orbital energy (alpha / beta)**: -0.0773 / -3.2807 eV
**Expectation value of S²**: 6.04
**F_max**: 1.396 eV/A
**Kohn-Sham gap (alpha / beta)**: 8.581 / 5.098 eV
**Total charge**: 0
**Molecular weight**: 868.2 g/mol

Geometry as XYZ:
```
59
C25H24CoI3N2O3Si ωB97M-V with the def2-TZVPD basis set
Co 0.281 -0.085 -0.558
I -2.386 1.701 -7.678
C -1.631 1.539 -5.713
C -0.662 2.423 -5.264
C -0.184 2.272 -3.982
I 1.296 3.533 -3.187
C -0.641 1.259 -3.108
O -0.147 1.157 -1.926
C -1.644 0.388 -3.610
C -2.125 -0.696 -2.692
N -0.982 -1.424 -2.154
C -1.340 -2.611 -1.403
C -0.129 -3.132 -0.684
C -0.109 -4.413 -0.144
C 1.044 -4.864 0.472
C 2.151 -4.026 0.498
C 2.028 -2.749 -0.016
N 0.911 -2.303 -0.588
C -2.120 0.530 -4.896
H -0.293 3.210 -5.906
H -2.813 -1.368 -3.228
H -2.658 -0.248 -1.846
H -0.361 -1.686 -2.918
H -1.784 -3.392 -2.040
H -2.080 -2.316 -0.652
H -0.992 -5.032 -0.191
H 1.082 -5.851 0.906
H 3.081 -4.351 0.932
H 2.850 -2.049 0.011
H -2.882 -0.143 -5.265
I -6.883 -0.163 4.787
C -5.051 -0.039 3.734
C -4.911 -0.747 2.553
C -3.718 -0.660 1.863
C -2.673 0.132 2.328
C -2.824 0.817 3.527
C -4.016 0.734 4.231
C -1.435 0.221 1.488
O -0.590 1.110 1.612
O -1.324 -0.672 0.586
H -5.713 -1.354 2.162
H -3.587 -1.205 0.941
H -2.012 1.414 3.912
H -4.137 1.276 5.157
C 4.402 3.738 0.799
Si 4.008 2.108 1.704
C 5.662 1.213 2.058
C 3.071 2.473 3.327
C 2.891 0.992 0.711
C 1.995 0.377 0.156
H 5.074 4.351 1.394
H 3.504 4.315 0.609
H 4.875 3.561 -0.161
H 6.309 1.836 2.672
H 6.192 0.992 1.138
H 5.513 0.275 2.580
H 3.593 3.206 3.938
H 2.942 1.571 3.919
H 2.080 2.854 3.105
```